Computed, not measured: a cluster of 4 separate species, C15H37B2NO7P in total in a non-equilibrium geometry, with ωB97M-V/def2-TZVPD.

Positions of all 63 atoms, in Å:
C 0.822 -0.295 1.881
C 1.451 -0.226 0.350
P -0.036 -0.634 -0.841
C 0.069 0.747 -2.177
B 0.199 -2.383 -1.585
B 1.396 -2.511 -2.712
N 1.448 -3.834 -3.509
O 2.445 -1.515 -3.005
H -0.348 -0.116 1.813
H 1.025 -1.395 2.279
H 1.254 0.530 2.601
H 2.367 -0.938 0.180
H 1.766 0.881 0.116
H -0.959 0.916 -2.741
H 0.279 1.755 -1.573
H 0.962 0.631 -2.925
H 0.506 -3.101 -0.677
H -0.793 -2.812 -2.060
H 0.658 -3.825 -4.220
H 1.128 -4.549 -2.791
H 2.929 -1.826 -3.840
O 2.129 2.497 2.817
C 1.648 3.461 3.410
O 1.574 3.466 4.759
C 1.197 4.605 5.553
C -0.312 4.710 5.666
C 1.053 4.606 2.645
H 1.657 5.521 5.170
H 1.619 4.442 6.550
H -0.779 4.857 4.689
H -0.593 5.545 6.313
H -0.729 3.786 6.080
H 0.032 4.348 2.349
H 1.657 4.775 1.749
H 1.050 5.548 3.191
O 0.507 -5.181 -0.035
C 1.408 -5.374 0.779
O 1.123 -5.535 2.089
C 2.076 -5.940 3.089
C 2.856 -4.747 3.607
C 2.844 -5.345 0.345
H 2.723 -6.739 2.716
H 1.496 -6.372 3.912
H 3.438 -4.271 2.814
H 3.540 -5.050 4.404
H 2.173 -3.985 3.998
H 3.184 -4.306 0.298
H 2.916 -5.793 -0.651
H 3.511 -5.920 0.985
O -5.362 4.870 -3.067
C -5.026 3.803 -3.577
O -3.853 3.702 -4.241
C -3.286 2.468 -4.717
C -3.859 2.097 -6.071
C -5.949 2.621 -3.550
H -3.401 1.671 -3.976
H -2.210 2.641 -4.819
H -4.938 1.931 -6.020
H -3.387 1.187 -6.453
H -3.698 2.907 -6.789
H -6.678 2.716 -4.361
H -6.476 2.614 -2.591
H -5.441 1.661 -3.624

Summary:
Maximum force = 3.02 eV/A
HOMO-LUMO gap = 4.722 eV
HOMO energy = -0.088 Ha
Charge = -1

natural (NBO) atomic charge list, values in e, 6 entries:
1 C -0.65
2 C -0.69
3 P 0.54
4 C -0.94
5 B -1.03
6 B 0.98

Computed, not measured: a cluster of 2 separate species, C12H19NO2 in total in a non-equilibrium geometry, with ωB97M-V/def2-TZVPD.

Positions of all 34 atoms, in Å:
C 2.081 0.115 -1.017
C 3.263 0.764 -1.686
C 1.944 1.571 1.007
C 3.944 -1.379 0.506
C 2.834 -0.616 1.388
O 2.332 -1.025 2.393
N 2.176 0.236 0.461
H 0.936 0.546 -1.274
H 2.047 -0.912 -1.601
H 2.902 1.197 -2.473
H 4.003 -0.028 -1.929
H 2.441 2.299 0.402
H 3.416 -2.381 0.212
H 3.984 1.655 -1.258
H 0.779 1.587 0.957
H 2.467 1.508 2.000
H 4.154 -0.382 -0.250
H 4.737 -1.894 1.083
C -4.965 0.996 -1.134
C -1.635 -1.017 0.819
C -2.157 0.176 1.376
C -2.527 -1.630 -0.104
C -3.428 0.749 0.816
C -3.742 -1.169 -0.440
C -4.192 0.130 -0.161
O -0.537 -1.664 1.130
H 0.210 -1.158 1.455
H -1.536 0.746 2.058
H -2.213 -2.578 -0.507
H -3.769 1.788 1.128
H -4.367 -1.933 -1.154
H -4.740 0.806 -2.151
H -4.722 2.038 -0.989
H -6.121 0.860 -1.064

Summary:
Maximum force = 6.02 eV/A
HOMO-LUMO gap = 8.766 eV
Energy above the lowest of the compared OMol25 structures with the same formula, charge and spin = 520.5 kJ/mol
SMILES = CCN(C)C(C)=O.Cc1ccc(O)cc1
HOMO energy = -0.298 Ha

natural (NBO) atomic charge list, values in e, 6 entries:
1 C -0.23
2 C -0.65
3 C -0.41
4 C -0.78
5 C 0.72
6 O -0.58

Computed, not measured: an isolated molecule of HINOP in a non-equilibrium geometry, with ωB97M-V/def2-TZVPD.

Positions of all 5 atoms, in Å:
N 0.506 1.997 0.251
O -0.606 2.530 0.117
P 0.761 0.610 -0.726
I 2.907 -0.004 0.072
H -0.116 0.053 0.258

Summary:
Maximum force = 4.17 eV/A
HOMO-LUMO gap (spin up / spin down) = 8.305 / 8.305 eV
Energy above the lowest of the compared OMol25 structures with the same formula, charge and spin = 73.1 kJ/mol
SMILES = O=NPI
HOMO energy (spin up / spin down) = -0.340 / -0.340 Ha

Let us look at the natural (NBO) charges, expressed in e, one per atom:
1 N -0.17
2 O -0.28
3 P 0.52
4 I -0.07
5 H 0.01

Computed, not measured: a structure of composition C31H93AlCdO45P11 in a non-equilibrium geometry, with ωB97M-V/def2-TZVPD.

Positions of all 182 atoms, in Å:
Cd -1.873 -0.874 1.013
Al 0.915 2.857 1.243
P 0.066 0.657 -0.426
O 1.186 1.361 0.262
O 0.406 -0.844 -0.358
O 0.124 1.315 -1.846
O -1.179 1.192 0.669
C 1.307 1.898 3.155
O 2.343 3.782 2.022
H 0.677 1.119 2.718
H 2.380 1.708 3.136
H 1.106 2.616 3.909
C -0.159 -3.298 6.335
O -0.664 -2.250 5.431
P -0.839 -2.810 3.909
O -1.556 -1.673 3.242
O -1.656 -4.194 4.053
C -3.163 -4.297 3.979
O 0.553 -3.402 3.438
C 1.431 -2.293 3.227
H 0.930 -3.167 6.502
H -0.404 -4.326 6.008
H -0.656 -3.152 7.292
H -3.654 -3.893 4.842
H -3.302 -5.360 3.791
H -3.447 -3.726 3.097
H 2.389 -2.694 2.865
H 1.558 -1.782 4.186
H 1.015 -1.637 2.468
C -6.658 1.834 1.872
O -5.476 1.017 1.700
P -5.426 -0.293 0.840
O -4.047 -0.832 0.589
O -6.377 -1.276 1.594
C -6.860 -2.426 0.928
O -6.194 0.087 -0.554
C -5.123 0.533 -1.595
H -6.306 2.762 2.308
H -7.246 1.369 2.648
H -7.219 1.982 0.958
H -7.452 -2.983 1.695
H -6.035 -3.119 0.681
H -7.479 -2.227 0.035
H -4.491 -0.362 -1.733
H -4.556 1.363 -1.208
H -5.533 0.706 -2.559
C -1.970 -3.343 -8.306
O -2.845 -2.305 -7.764
P -2.183 -1.485 -6.546
O -1.224 -2.144 -5.633
O -1.702 -0.217 -7.468
C -0.664 0.628 -6.803
O -3.488 -1.054 -5.736
C -4.581 -0.741 -6.675
H -1.234 -2.817 -8.945
H -2.540 -4.064 -8.887
H -1.424 -3.879 -7.500
H -0.117 -0.033 -6.070
H -1.201 1.342 -6.172
H -0.013 0.991 -7.602
H -4.735 0.360 -6.707
H -5.432 -1.243 -6.185
H -4.434 -1.287 -7.634
C -0.619 -6.040 0.551
O -1.339 -5.436 -0.559
P -2.343 -4.247 -0.179
O -1.821 -3.268 0.768
O -2.777 -3.725 -1.637
C -1.871 -2.946 -2.428
O -3.681 -4.822 0.415
C -4.546 -5.757 -0.290
H 0.246 -6.628 0.216
H -1.304 -6.696 1.079
H -0.251 -5.331 1.318
H -1.500 -2.048 -1.905
H -2.420 -2.652 -3.343
H -1.027 -3.570 -2.715
H -4.176 -6.780 -0.195
H -4.672 -5.384 -1.307
H -5.508 -5.715 0.238
C -4.197 3.476 7.094
O -3.495 3.739 5.820
P -4.300 3.540 4.430
O -5.775 3.771 4.398
O -3.352 4.440 3.540
C -3.584 5.874 3.552
O -4.018 2.052 3.926
C -2.636 1.627 3.851
H -3.532 3.699 7.887
H -4.682 2.490 7.188
H -4.954 4.285 7.178
H -4.654 6.098 3.581
H -3.242 6.228 2.587
H -3.034 6.325 4.397
H -2.294 1.849 2.848
H -2.770 0.571 4.050
H -1.929 2.025 4.590
C 5.045 -2.795 5.115
O 4.128 -1.794 4.651
P 4.521 -1.054 3.260
O 3.353 -0.393 2.728
O 5.720 -0.078 3.506
C 5.321 1.316 3.805
O 5.209 -2.115 2.307
C 4.517 -2.478 1.032
H 6.113 -2.525 4.959
H 4.782 -3.733 4.655
H 4.881 -2.880 6.187
H 4.382 1.410 3.291
H 6.175 1.930 3.481
H 5.217 1.391 4.882
H 4.116 -3.480 1.077
H 5.301 -2.468 0.272
H 3.797 -1.678 0.811
C 1.511 3.251 -3.380
O 2.021 4.600 -3.265
P 2.250 5.396 -1.928
O 1.522 4.752 -0.699
O 3.687 5.725 -1.506
C 4.408 4.981 -0.332
O 1.346 6.755 -2.278
C 1.750 7.453 -3.591
H 0.974 3.127 -4.352
H 0.919 2.989 -2.463
H 2.366 2.559 -3.331
H 5.232 4.400 -0.688
H 3.740 4.537 0.393
H 4.912 5.855 0.104
H 2.824 7.435 -3.776
H 1.577 8.484 -3.347
H 1.139 7.081 -4.393
C 4.725 -3.675 -3.393
O 3.327 -3.815 -2.921
P 2.938 -5.093 -1.989
O 3.109 -6.415 -2.518
O 3.975 -4.838 -0.701
C 4.673 -6.111 -0.259
O 1.513 -4.640 -1.461
C 1.297 -3.346 -0.953
H 4.864 -2.630 -3.556
H 4.945 -4.247 -4.274
H 5.381 -3.940 -2.519
H 3.981 -6.911 -0.211
H 5.113 -5.961 0.739
H 5.407 -6.433 -1.010
H 1.147 -2.677 -1.786
H 2.094 -3.064 -0.268
H 0.333 -3.368 -0.435
C -3.410 3.106 0.585
O -2.969 4.420 0.873
P -1.521 4.836 0.523
O -0.453 3.878 0.873
O -1.542 5.226 -1.027
C -1.726 4.096 -2.069
O -1.540 6.315 1.039
C -0.283 7.196 0.647
H -2.645 2.414 0.286
H -4.309 3.196 0.018
H -3.674 2.761 1.587
H -1.159 4.518 -2.898
H -2.794 3.971 -2.389
H -1.273 3.157 -1.672
H -0.145 7.157 -0.419
H 0.505 6.653 1.146
H -0.582 8.116 1.177
C 3.431 -0.514 -2.375
O 4.886 -0.506 -2.148
P 5.515 0.879 -1.696
O 4.563 1.972 -1.489
O 6.457 0.527 -0.421
C 7.362 -0.617 -0.508
O 6.590 1.207 -2.825
C 6.008 2.073 -3.916
H 3.071 -1.445 -1.946
H 3.223 -0.579 -3.432
H 3.002 0.398 -1.938
H 6.814 -1.500 -0.886
H 7.687 -0.787 0.543
H 8.216 -0.418 -1.155
H 5.320 1.458 -4.472
H 6.837 2.450 -4.527
H 5.443 2.876 -3.438

Summary:
Maximum force = 7.37 eV/A
HOMO-LUMO gap = 5.679 eV
HOMO energy = -0.369 Ha
Charge = +1

Mulliken atomic charge list, values in e, 6 entries:
1 Cd 4.39
2 Al 0.93
3 P -0.04
4 O -0.12
5 O -0.46
6 O -0.97

Computed, not measured: a structure of composition C36H55N6O11PSSiW in a non-equilibrium geometry, with ωB97M-V/def2-TZVPD.

Positions of all 112 atoms, in Å:
W 0.125 -0.108 -0.147
C -2.210 -1.205 -3.827
C -3.248 -2.006 -3.359
C -3.314 -2.295 -2.014
C -2.350 -1.782 -1.149
N -1.368 -0.999 -1.610
C -1.298 -0.722 -2.920
C -2.266 -2.051 0.285
C -3.187 -2.881 0.926
C -3.051 -3.176 2.267
C -1.988 -2.630 2.977
C -1.101 -1.776 2.344
C -1.200 -1.454 0.984
H -2.133 -0.926 -4.869
H -3.996 -2.393 -4.038
H -4.107 -2.920 -1.633
H -0.495 -0.065 -3.225
H -4.012 -3.312 0.376
H -3.760 -3.828 2.758
H -1.851 -2.866 4.025
H -0.310 -1.343 2.941
C 1.715 0.861 -4.657
C 2.178 1.475 -3.341
C 2.642 2.908 -3.550
C 3.299 0.655 -2.725
O 1.026 1.430 -2.424
Si -0.179 2.556 -2.333
S -1.298 1.691 -0.704
O -0.975 2.421 -3.734
C -1.998 3.264 -4.339
C -2.622 2.414 -5.434
C -1.325 4.496 -4.924
C -3.034 3.635 -3.289
O 0.198 4.073 -2.029
C 0.403 5.018 -0.942
C 1.207 6.157 -1.545
C 1.163 4.348 0.189
C -0.964 5.497 -0.481
H 2.543 0.815 -5.366
H 0.904 1.441 -5.096
H 1.349 -0.158 -4.487
H 3.527 2.907 -4.188
H 2.908 3.363 -2.596
H 1.877 3.517 -4.035
H 4.138 0.614 -3.421
H 2.971 -0.360 -2.503
H 3.641 1.102 -1.795
H -1.853 2.064 -6.124
H -3.349 2.997 -5.999
H -3.135 1.553 -5.001
H -0.608 4.209 -5.695
H -0.803 5.055 -4.148
H -2.072 5.147 -5.379
H -3.448 2.736 -2.828
H -3.851 4.191 -3.748
H -2.596 4.265 -2.512
H 2.194 5.813 -1.853
H 1.334 6.954 -0.812
H 0.692 6.567 -2.413
H 2.112 3.942 -0.162
H 0.580 3.534 0.624
H 1.372 5.078 0.973
H -1.496 5.987 -1.297
H -0.852 6.215 0.332
H -1.562 4.658 -0.118
C -2.730 0.982 2.220
C -1.297 1.216 2.546
N -0.198 0.829 1.896
C 0.885 1.099 2.723
C 0.433 1.666 3.864
N -0.931 1.736 3.728
H -2.925 1.012 1.155
H -3.352 1.734 2.705
H -3.023 -0.002 2.592
H 1.904 0.932 2.428
H 0.953 2.038 4.728
H -1.577 2.099 4.411
N 1.027 -3.399 -4.381
C 2.059 -2.986 -3.366
P 1.125 -2.922 -1.757
O -0.168 -3.590 -2.093
O 1.138 -1.447 -1.324
C 2.027 -3.919 -0.543
N 1.133 -4.127 0.606
H 1.328 -4.179 -4.963
H 0.765 -2.628 -4.994
H 0.186 -3.673 -3.801
H 2.483 -2.025 -3.643
H 2.853 -3.729 -3.343
H 2.932 -3.392 -0.233
H 2.329 -4.845 -1.045
H 1.531 -4.795 1.257
H 0.236 -4.493 0.301
H 1.195 -2.593 1.294
O 3.624 -0.956 1.100
C 2.838 -1.600 1.724
O 1.506 -1.638 1.336
C 3.148 -2.404 2.933
C 4.481 -2.550 3.319
C 4.802 -3.278 4.453
C 3.801 -3.862 5.218
C 2.488 -3.704 4.815
C 2.140 -2.991 3.687
N 1.400 -4.302 5.618
O 0.269 -4.201 5.177
O 1.702 -4.840 6.654
H 5.253 -2.078 2.725
H 5.835 -3.388 4.750
H 4.023 -4.426 6.113
H 1.096 -2.902 3.433
O 1.614 0.833 0.140
O 2.617 1.600 0.330

Summary:
Maximum force = 1.32 eV/A
HOMO-LUMO gap (spin up / spin down) = 6.574 / 6.548 eV
Energy above the lowest of the compared OMol25 structures with the same formula, charge and spin = 68.7 kJ/mol
HOMO energy (spin up / spin down) = -0.481 / -0.480 Ha
Charge = +2

Mulliken atomic charge list, values in e, 6 entries:
1 W 0.76
2 C -1.10
3 C -1.30
4 C -1.11
5 C 0.70
6 N 1.36

Computed, not measured: a structure of composition C27H41F9OP2W in a non-equilibrium geometry, with ωB97M-V/def2-TZVPD.

Positions of all 81 atoms, in Å:
W 1.426 0.808 -0.368
C 3.524 0.359 -0.693
C 3.310 1.785 -0.748
C 2.692 1.055 1.391
C 3.105 -0.097 0.623
C 2.830 2.215 0.548
C 4.082 -0.513 -1.778
H 3.709 -0.224 -2.761
H 3.840 -1.572 -1.618
H 5.180 -0.452 -1.844
C 3.340 -1.437 1.248
H 3.600 -2.195 0.511
H 2.453 -1.764 1.805
H 4.173 -1.375 1.966
C 2.593 1.034 2.879
H 3.567 0.736 3.300
H 1.863 0.294 3.212
H 2.340 2.007 3.294
C 2.545 3.624 0.987
H 3.466 4.165 1.275
H 1.877 3.656 1.864
H 2.075 4.220 0.195
C 3.414 2.652 -1.966
H 4.382 3.170 -2.029
H 2.626 3.423 -1.953
H 3.302 2.050 -2.878
C -2.962 -1.472 -2.666
C -2.296 -1.007 -3.737
C -2.828 0.048 -4.646
C -3.546 1.232 -3.948
C -3.010 1.632 -2.603
C -3.557 1.197 -1.453
C -4.583 0.116 -1.391
C -4.385 -1.068 -2.369
H -3.541 -0.374 -5.376
H -4.635 1.035 -3.942
H -1.993 0.463 -5.231
H -4.975 -0.889 -3.282
H -2.571 -2.315 -2.064
H -1.384 -1.490 -4.096
H -4.888 -1.937 -1.894
H -4.592 -0.287 -0.365
H -3.394 1.687 -0.485
H -5.607 0.505 -1.562
H -3.433 2.097 -4.632
H -2.225 2.407 -2.626
P 0.279 -1.195 -0.809
C 0.008 -2.950 -0.838
C 0.442 -0.432 -2.452
P -0.565 1.487 0.773
C -1.079 -0.225 0.040
C -1.011 2.953 -0.171
C -1.169 1.669 2.428
H -0.095 -3.351 0.190
H 0.876 -3.438 -1.312
H -0.891 -3.220 -1.412
H -0.554 -0.241 -2.852
H 0.976 -1.147 -3.097
H 0.987 0.542 -2.505
H -2.266 1.651 2.432
H -0.841 2.641 2.826
H -0.775 0.872 3.067
H -1.323 -0.820 0.947
H -1.911 -0.110 -0.670
H -0.809 3.816 0.481
H -2.054 2.970 -0.487
H -0.369 3.060 -1.053
F 0.702 -2.649 5.979
C 1.200 -1.960 4.910
F 1.350 -0.663 5.301
F 2.453 -2.438 4.653
C 0.240 -2.065 3.626
O 0.477 -1.229 2.652
C 0.307 -3.566 3.134
F 0.225 -4.467 4.159
F -0.711 -3.826 2.261
F 1.453 -3.821 2.447
C -1.266 -1.839 4.197
F -1.753 -2.841 4.986
F -1.318 -0.683 4.920
F -2.126 -1.691 3.153

Summary:
2S+1 = 3
Maximum force = 5.41 eV/A
HOMO-LUMO gap (spin up / spin down) = 5.436 / 5.577 eV
Energy above the lowest of the compared OMol25 structures with the same formula, charge and spin = 0.0 kJ/mol
HOMO energy (spin up / spin down) = -0.518 / -0.517 Ha
Charge = +2

Mulliken atomic charge list, values in e, 6 entries:
1 W -0.97
2 C 0.75
3 C 0.46
4 C 0.50
5 C 0.14
6 C 0.90

Q: Which of these has the lowest maximum force?
A: C36H55N6O11PSSiW